Computed, not measured: C4H12N2S in the gas phase in a non-equilibrium geometry, with ωB97M-V/def2-TZVPD.

CARTESIAN COORDINATES (ANGSTROEM)
H -0.352 3.982 0.440
C -0.152 -0.135 -0.152
C -0.035 1.350 0.268
H 1.467 -0.701 1.250
N 0.572 -0.206 -1.488
C -1.201 3.411 0.044
H -1.205 -0.377 -0.261
H -0.485 2.219 -1.494
H 1.247 -0.953 -1.344
S 0.601 -2.768 0.404
N -0.896 2.144 -0.582
H 0.024 -3.369 1.452
H -1.916 3.272 0.856
H -0.231 -0.923 1.731
H -1.723 4.109 -0.615
H 1.031 1.567 0.354
H -0.385 1.383 1.306
H -0.054 -0.684 -2.146
C 0.488 -1.012 0.913

Values from the calculation:
E_HOMO   -8.82 eV
Charge   0
LUMO   0.0305 Eh

***

Computed, not measured: C4H12N2S in the gas phase, with ωB97M-V/def2-TZVPD.

CARTESIAN COORDINATES (ANGSTROEM)
H 3.029 -1.763 -1.389
C -0.119 0.412 1.370
H 0.864 0.609 1.809
H -1.793 1.174 -0.573
H 0.084 -1.773 -0.180
H 2.057 -2.935 -2.228
H 2.667 -1.539 -3.142
C 2.273 -1.870 -2.189
C 0.750 -0.964 -0.491
S -1.341 1.572 2.007
N 1.064 -1.099 -1.895
C 0.030 0.346 -0.165
H 1.662 -0.985 0.114
H -1.731 -0.430 -0.793
H -2.398 0.750 1.978
N -1.196 0.435 -0.941
H 0.697 1.160 -0.470
H 1.134 -0.215 -2.376
H -0.421 -0.569 1.748

Values from the calculation:
E_HOMO   -8.64 eV
Charge   0
LUMO   0.0308 Eh

***

Computed, not measured: 2 unconnected molecules or ions with the total composition C4H12N2S in a non-equilibrium geometry, with ωB97M-V/def2-TZVPD.

CARTESIAN COORDINATES (ANGSTROEM)
C -1.177 -1.615 1.315
N 1.948 -0.827 -1.627
H -1.392 -0.230 -1.616
H -0.296 2.599 0.806
H -1.549 1.365 0.647
C 0.206 0.755 -0.591
C -0.408 1.557 0.531
H -0.439 -0.906 0.910
H 2.103 0.755 1.564
H -1.962 -2.026 0.636
C -0.564 0.567 -1.806
H -0.172 1.006 1.513
H -1.709 -1.014 2.073
S 1.586 -0.239 -0.271
H 2.934 -1.174 -1.684
H -0.978 1.544 -2.210
N 2.564 0.255 0.782
H -0.657 -2.517 1.723
H -0.039 0.146 -2.695

Values from the calculation:
E_HOMO (spin up / spin down)   -7.65 / -7.89 eV
Charge   0
LUMO (spin up / spin down)   -0.0209 / -0.0186 Eh

***

Computed, not measured: a molecular structure, C4H12N2S in a non-equilibrium geometry, with ωB97M-V/def2-TZVPD.

CARTESIAN COORDINATES (ANGSTROEM)
H -1.566 1.506 -1.591
H 0.623 -1.733 0.528
H -2.059 -1.138 -0.320
S 0.503 1.262 0.904
H -3.073 0.737 -3.189
H 2.214 -1.931 -0.104
H 2.130 -2.468 2.361
C 1.580 0.111 -0.016
H -0.757 0.315 0.273
N -2.836 0.102 -2.428
H 1.617 -0.780 2.644
C 2.187 -1.411 1.974
H 1.252 0.121 -1.064
C 1.629 -1.314 0.552
C -1.987 0.498 -1.446
H -3.321 -0.817 -2.433
N -1.648 -0.210 -0.414
H 2.599 0.541 -0.020
H 3.233 -1.097 1.976

Values from the calculation:
E_HOMO   -6.98 eV
Charge   0
LUMO   0.0082 Eh

***

| no. | total energy (Eh) |
| --- | --- |
| 1 | -667.27159 |
| 2 | -667.28003 |
| 3 | -667.10319 |
| 4 | -667.26495 |